1.
Formula: C28H38N3O
Source: the Open Molecules 2025 dataset
Level of theory: wB97M-V/def2-TZVPD

The geometry in XYZ format:
```
70
Properties=species:S:1:pos:R:3:forces:R:3
C -1.914339 -8.145712 -0.221311 -0.2 -0.2 0.1
C -1.587747 -6.803058 -0.874307 0.1 -0.1 0.0
C -2.188772 -5.655059 -0.083808 0.1 0.5 0.3
N -1.872191 -4.303646 -0.599111 -0.6 -0.2 -0.2
C -0.988064 -3.435290 -0.067403 0.5 -2.4 2.4
O -0.159741 -3.758704 0.810951 -1.3 0.6 -1.6
C -1.134276 -2.098788 -0.668406 0.0 0.2 -0.8
C -0.412040 -2.285751 -2.038667 0.3 -0.1 -1.0
C 0.823459 -1.368321 -2.028551 0.0 0.1 0.0
C 0.810819 -0.640262 -0.669208 0.3 0.2 0.6
N -0.504354 -0.979908 0.123756 -0.2 2.1 -1.1
C -0.374313 -1.056684 1.808287 0.5 -1.1 1.3
C -1.741858 -0.829132 2.498267 -0.1 -0.8 -0.3
C -2.031327 -0.123997 3.680323 -0.4 0.6 0.2
C -3.367644 0.052311 4.121762 0.9 -0.9 -0.2
C -4.421138 -0.604163 3.464733 -0.3 0.4 -0.6
C -5.853312 -0.439313 3.927787 -0.1 0.2 -0.1
C -4.128014 -1.356992 2.315896 0.7 -0.6 0.4
C -2.786998 -1.559434 1.959242 -0.9 0.2 -0.6
C 0.676071 -0.142279 2.318060 -0.2 -0.2 -0.6
C 1.949048 -0.414738 2.809572 -0.3 -0.1 -0.2
C 2.624906 -1.753608 3.072921 0.2 0.3 0.0
C 1.762887 -2.537930 4.073223 0.0 -0.2 0.4
C 4.043167 -1.565751 3.653842 0.0 -0.1 0.1
C 2.737842 -2.504172 1.744776 0.0 -0.2 -0.3
N 2.524731 0.771076 3.167226 0.7 0.4 0.5
C 1.621392 1.815172 3.017786 -0.6 0.0 -0.3
C 1.704540 3.156144 3.385513 -0.5 0.6 -0.5
C 0.557068 3.955338 3.183373 0.5 -0.4 -0.2
C -0.614746 3.441200 2.582525 0.4 -0.6 -0.1
C -0.648389 2.103559 2.168433 -0.1 0.4 0.3
C 0.444592 1.267501 2.437747 0.8 0.8 0.4
H -1.457741 -8.970392 -0.779654 -0.1 0.2 0.1
H -1.584871 -8.217050 0.830743 -0.1 0.1 -0.5
H -3.001040 -8.304953 -0.247544 0.2 0.0 0.1
H -0.508461 -6.665554 -0.961735 0.0 0.0 0.0
H -2.010053 -6.798136 -1.886459 0.2 0.0 0.1
H -3.287072 -5.748016 -0.089011 0.3 0.1 0.1
H -1.839766 -5.671396 0.961495 -0.1 0.0 -0.4
H -2.477348 -3.926769 -1.325695 0.2 -0.4 0.3
H -2.201685 -1.901586 -0.831859 0.4 0.3 0.2
H -0.068176 -3.350914 -2.199220 -0.7 1.2 0.3
H -1.091607 -2.009233 -2.879806 0.5 -0.3 0.7
H 1.764549 -1.949296 -2.141803 -0.7 0.4 0.1
H 0.755713 -0.676364 -2.891933 0.2 -0.2 0.7
H 1.615503 -0.956912 -0.006941 -0.1 0.0 -0.2
H 0.909449 0.444056 -0.815968 -0.3 -0.3 0.4
H -1.107991 -0.119745 -0.040085 0.7 -1.4 0.4
H -0.091168 -2.127029 1.945439 -0.3 1.1 -0.3
H -1.234246 0.296657 4.292478 -0.1 0.1 -0.4
H -3.577381 0.650740 5.022307 0.2 -0.4 -0.5
H -6.546187 -1.035061 3.321549 0.2 0.2 0.1
H -6.010008 -0.721817 4.976379 0.3 0.0 -0.2
H -6.138275 0.616881 3.841269 -0.1 -0.2 0.0
H -4.886316 -1.885165 1.719903 0.1 0.3 0.7
H -2.528323 -2.334696 1.239273 -0.5 0.4 0.0
H 0.767832 -2.766855 3.682294 0.1 0.0 0.0
H 2.240818 -3.492916 4.328048 0.0 0.2 -0.1
H 1.626548 -1.981046 5.012004 0.1 -0.1 -0.3
H 4.701428 -1.029886 2.953675 -0.2 -0.1 0.1
H 4.039398 -1.034940 4.617235 -0.1 -0.1 -0.2
H 4.496868 -2.553286 3.844353 -0.2 0.4 -0.1
H 3.152905 -1.823393 0.985422 0.1 -0.4 0.2
H 3.394124 -3.387781 1.835220 -0.3 0.4 0.0
H 1.753210 -2.847425 1.402646 0.4 0.0 0.0
H 3.495448 0.890565 3.501101 -1.2 -0.3 -0.2
H 2.661080 3.576434 3.711421 -0.5 0.0 0.2
H 0.580851 5.013135 3.440069 0.1 -0.3 0.0
H -1.487725 4.087569 2.431687 0.5 -0.3 0.1
H -1.550272 1.666824 1.738653 0.1 0.3 0.0
```
Positions in Å, forces in eV/Å.

Computed properties:
Charge ... +1
HOMO-LUMO gap ... 8.0 eV
HOMO level ... -10.47 eV
Spin multiplicity ... 1

2.
Formula: C28H38N8O2RhS
Source: the Open Molecules 2025 dataset
Level of theory: wB97M-V/def2-TZVPD

The geometry in XYZ format:
```
78
Properties=species:S:1:pos:R:3:forces:R:3
Rh -0.978446 -0.923302 0.737901 1.7 0.0 0.9
C 2.095808 6.404410 0.140129 -0.1 -0.3 -0.4
C 1.149455 6.174626 -1.044273 0.1 1.3 0.6
N 0.435756 4.923373 -0.999912 -1.2 -0.9 0.9
C 0.802847 3.889788 -1.930533 0.5 -0.2 -0.2
C 2.182334 3.298339 -1.621490 -0.4 -0.1 -0.2
C -0.552128 4.826482 -0.051789 1.3 0.4 -1.1
O -0.826772 5.763850 0.661155 -0.6 0.0 0.5
C -1.361103 3.564558 0.110446 -0.3 -0.4 0.2
C -2.742261 3.732176 0.239522 0.2 -0.2 0.0
C -3.529762 2.636414 0.545938 0.3 -0.2 0.0
C -2.917464 1.408623 0.737540 -0.8 0.2 0.1
N -1.598046 1.242303 0.625004 -0.8 -1.9 0.6
C -0.835837 2.293928 0.326141 0.7 0.5 -0.1
H 2.537720 7.390764 0.042339 0.1 0.1 0.0
H 2.888104 5.659329 0.138118 0.2 0.0 0.1
H 1.549880 6.365960 1.078346 0.0 0.0 0.0
H 1.689856 6.235821 -1.988762 -0.1 0.0 0.0
H 0.399904 6.976960 -0.988304 0.2 -0.2 -0.4
H 0.836904 4.327994 -2.934407 -0.2 -0.1 0.1
H 0.041886 3.106091 -1.929956 0.0 0.1 -0.1
H 2.967266 4.028029 -1.791050 0.1 0.1 0.0
H 2.366570 2.454329 -2.279189 0.1 -0.1 -0.1
H 2.244962 2.963812 -0.588902 0.0 0.0 0.2
H -3.178374 4.712514 0.116152 0.0 0.1 0.0
H -4.597077 2.735899 0.652478 -0.1 -0.1 0.1
H -3.502297 0.538619 1.002194 0.0 0.0 -0.1
H 0.232129 2.121491 0.297666 0.1 0.0 -0.1
N -1.055559 -2.463568 8.155152 0.0 -0.2 0.8
C -1.049591 -2.226411 7.039043 0.0 0.1 -0.4
C -1.019859 -1.926463 5.649409 0.0 0.2 -0.5
C -0.798952 -2.932686 4.706897 0.0 0.3 -0.2
C -0.758906 -2.585895 3.368583 0.1 -0.8 0.0
N -0.916641 -1.331047 2.946755 -0.4 0.4 -2.0
C -1.131290 -0.367245 3.842015 -0.2 0.8 0.3
C -1.196250 -0.615851 5.201673 0.1 -0.3 -0.3
H -0.663932 -3.959085 5.010745 0.0 -0.1 0.0
H -0.593112 -3.342483 2.611694 0.0 0.0 0.0
H -1.249889 0.642419 3.469682 0.0 0.0 0.0
H -1.377539 0.191869 5.892914 0.0 0.1 0.0
C -1.450413 -3.024153 -4.805017 0.0 -0.2 -0.2
C -1.993432 -2.070773 -3.818032 -0.1 0.1 0.0
C -2.398342 -0.782392 -4.109584 -0.1 0.2 0.6
C -2.811143 0.059867 -3.060522 0.4 -0.1 -1.2
N -2.796119 -0.369513 -1.797991 0.0 -0.7 0.9
C -2.488394 -1.624804 -1.535357 -0.2 0.2 -1.5
S -2.737537 -2.268299 0.043360 0.7 0.5 1.4
N -2.083750 -2.472583 -2.526401 -0.1 0.4 0.2
C -3.313178 1.426861 -3.322046 -0.1 0.1 -0.1
H -1.417346 -2.582924 -5.796095 0.0 0.0 0.0
H -2.050421 -3.934003 -4.846270 -0.1 0.0 0.0
H -0.438473 -3.311581 -4.518652 0.1 0.0 0.0
H -2.393505 -0.430595 -5.129865 0.0 0.0 -0.1
H -1.852960 -3.432918 -2.284184 0.1 0.1 0.0
H -3.122777 1.739084 -4.344818 0.0 0.0 0.0
H -2.896703 2.146465 -2.622674 0.1 0.0 0.1
H -4.393168 1.433618 -3.156736 -0.1 0.0 0.0
C 2.383276 -0.623695 0.726667 -0.1 0.2 0.0
N 2.626426 -2.043347 0.650228 -0.9 -0.2 -0.1
C 3.985850 -2.484421 0.918946 0.6 -0.3 0.1
C 3.988005 -3.933205 1.373477 -0.1 0.1 -0.3
C 3.256529 -4.736930 0.313024 0.8 -0.1 0.1
N 1.925750 -4.200553 0.124197 -0.5 0.9 0.1
C 0.916333 -5.133902 -0.308578 -0.4 -0.2 -0.2
C 1.648890 -2.883844 0.235098 1.9 -0.9 0.7
O 0.499652 -2.463240 -0.055267 -2.7 1.1 0.0
H 2.753122 -0.236972 1.678512 -0.1 0.0 -0.1
H 1.296534 -0.426039 0.651335 0.4 0.1 0.0
H 2.892278 -0.101655 -0.088026 -0.1 0.1 0.0
H 4.418527 -1.835321 1.681414 -0.1 0.0 0.0
H 4.591393 -2.379135 0.010409 0.0 0.1 0.1
H 3.485635 -4.038301 2.335666 0.0 0.0 0.1
H 5.009972 -4.289621 1.479627 0.0 0.0 0.0
H 3.173391 -5.786831 0.593637 -0.1 0.1 0.0
H 3.807166 -4.696784 -0.633503 0.0 -0.1 0.0
H 0.977603 -6.035443 0.301436 -0.1 0.1 0.0
H 1.082403 -5.420772 -1.350257 0.0 0.0 0.0
H -0.071365 -4.688080 -0.204220 0.1 -0.1 0.0
```
Positions in Å, forces in eV/Å.

Computed properties:
Charge ... +3
HOMO-LUMO gap (alpha / beta) ... 3.6 / 3.8 eV
HOMO level (alpha / beta) ... -15.64 / -15.64 eV
Spin multiplicity ... 1

3.
Formula: C28H39AsCsI2N2OSSi3
Source: the Open Molecules 2025 dataset
Level of theory: wB97M-V/def2-TZVPD

The geometry in XYZ format:
```
78
Properties=species:S:1:pos:R:3:forces:R:3
Cs 0.410688 2.694819 -1.309956 0.2 -0.4 0.1
C -1.151289 2.539580 1.976988 -0.1 0.1 0.0
C 0.210121 2.389607 2.606766 0.1 0.0 0.0
C 0.319999 2.380202 4.016401 0.0 0.0 0.1
C 1.550247 2.227592 4.577418 0.0 0.0 0.0
C 2.689367 2.067602 3.759845 0.0 0.0 0.0
C 3.976650 1.886190 4.312866 0.0 0.0 0.0
C 5.034638 1.703742 3.467917 0.0 0.0 0.0
C 4.856567 1.690592 2.076335 0.0 0.0 0.0
C 3.621582 1.864205 1.466830 -0.1 0.0 0.0
S 3.475426 1.790353 -0.259646 0.1 0.0 0.0
C 2.494261 2.077059 2.354133 0.1 0.0 -0.1
N 1.251200 2.251385 1.820508 -0.1 0.0 0.0
H -1.890168 2.834016 2.722121 0.0 0.0 0.0
H -1.481608 1.600910 1.527252 0.0 0.0 0.0
H -1.169843 3.297119 1.192970 0.1 0.0 0.0
H -0.565351 2.498538 4.628547 0.0 0.0 0.0
H 1.672737 2.220978 5.655364 0.0 0.0 0.0
H 4.099758 1.888317 5.389376 0.0 0.0 0.0
H 6.031208 1.560816 3.870458 0.0 0.0 0.0
H 5.710695 1.533064 1.430345 0.0 0.0 0.0
I -1.803892 7.453020 -2.811980 0.0 0.0 0.0
C -3.096348 5.946349 -2.161091 0.0 0.1 -0.1
C -4.397389 6.271200 -1.787095 0.0 -0.1 0.0
C -5.261477 5.301205 -1.348759 -0.1 0.1 0.0
I -7.206279 5.874642 -0.809360 0.0 0.0 0.0
C -4.841538 3.953706 -1.257681 0.0 -0.4 0.0
C -5.650260 2.889069 -0.799276 0.0 0.0 0.0
C -5.139016 1.624983 -0.710344 0.0 0.0 0.0
C -3.802815 1.403080 -1.077233 0.1 0.1 0.0
N -3.018450 2.354867 -1.527705 -0.1 -0.1 0.1
C -3.516263 3.605251 -1.638163 0.2 0.6 0.0
C -2.576145 4.634867 -2.140195 -0.1 -0.3 0.0
O -1.416037 4.320746 -2.491819 -0.1 0.3 -0.2
H -4.722217 7.301285 -1.843696 0.0 0.0 0.0
H -6.674990 3.084591 -0.510860 0.0 0.0 0.0
H -5.746805 0.802746 -0.355003 0.0 0.0 0.0
H -3.367412 0.411296 -0.993891 0.0 0.0 0.0
C -0.336261 -3.084682 -4.031099 0.0 0.0 0.0
Si -0.803477 -3.199541 -2.217203 -0.1 -0.1 0.0
C -0.735593 -5.006369 -1.708259 0.0 0.0 0.0
C -2.573056 -2.616058 -1.990137 0.0 0.0 0.0
As 0.581834 -1.717033 -1.063412 0.0 0.3 0.0
Si 2.748654 -2.475239 -1.547240 0.1 -0.1 -0.1
C 3.252361 -1.642151 -3.146386 0.0 0.0 0.0
C 3.953373 -1.987666 -0.212397 0.0 0.0 0.0
C 2.856880 -4.339246 -1.798427 0.0 0.0 0.0
Si 0.298718 -2.164977 1.216424 -0.1 -0.1 0.1
C 1.546585 -1.135074 2.143042 0.0 0.0 0.0
C 0.475194 -3.968433 1.718725 0.0 0.0 0.0
C -1.446041 -1.602660 1.634442 0.0 0.0 0.0
H -1.056400 -3.621431 -4.653382 0.0 0.0 0.0
H 0.648996 -3.524588 -4.201399 0.0 0.0 0.0
H -0.302445 -2.046027 -4.364116 0.0 0.0 0.0
H -1.432084 -5.599830 -2.306862 0.0 0.0 0.0
H -1.010577 -5.128083 -0.660330 0.0 0.0 0.0
H 0.263727 -5.420164 -1.842674 0.0 0.0 0.0
H -3.248220 -3.178750 -2.639846 0.0 0.0 0.0
H -2.675382 -1.555848 -2.227320 0.0 0.0 0.0
H -2.898187 -2.763107 -0.958176 0.0 0.0 0.0
H 3.285615 -0.560101 -3.004713 0.0 0.0 0.0
H 2.567129 -1.864905 -3.966635 0.0 0.0 0.0
H 4.252398 -1.976927 -3.435717 0.0 0.0 0.0
H 3.889710 -0.914842 -0.008287 0.0 0.0 0.0
H 4.964318 -2.204644 -0.570684 0.0 0.0 0.0
H 3.802012 -2.542845 0.714617 0.0 0.0 0.0
H 2.341451 -4.651857 -2.709274 0.0 0.0 0.0
H 2.430162 -4.890694 -0.958961 0.0 0.0 0.0
H 3.906544 -4.630748 -1.893763 0.0 0.0 0.0
H 2.457488 -1.694288 2.358559 0.0 0.0 0.0
H 1.127172 -0.791645 3.093076 0.0 0.0 0.0
H 1.825383 -0.257097 1.560700 0.0 0.0 0.0
H 1.391330 -4.396830 1.306214 0.0 0.0 0.0
H -0.365311 -4.568654 1.369287 0.0 0.0 0.0
H 0.524305 -4.058031 2.807162 0.0 0.0 0.0
H -1.666382 -0.642066 1.165597 0.0 0.0 0.0
H -1.557726 -1.484273 2.715500 0.0 0.0 0.0
H -2.193731 -2.322185 1.294654 0.0 0.0 0.0
```
Positions in Å, forces in eV/Å.

Computed properties:
Charge ... -1
HOMO-LUMO gap ... 6.1 eV
HOMO level ... -4.08 eV
Spin multiplicity ... 1

Max |F| for the records above, in order: 3.5, 2.9, 0.6 eV/A